1.
Entry from OMol25: 5 unconnected molecules or ions with the total composition C50H103NO22P4 in a non-equilibrium geometry (wB97M-V/def2-TZVPD).

XYZ file:
```
180
Properties=species:S:1:pos:R:3
H -6.9093 0.0681 -9.5408
H 12.6153 2.9650 -2.8248
H 7.8569 5.2089 5.6577
C 12.6445 3.7493 -3.5820
C 9.9309 -0.0588 -2.1725
C -3.3620 0.6881 0.4155
C -3.0912 -1.6109 2.8029
H -1.9968 -2.0450 -11.6465
H 0.5516 1.7562 3.5591
C -0.5789 0.8311 -1.3141
H -2.9461 -0.0564 -4.0485
H -7.9082 -2.1474 -10.0209
H -0.1455 -5.6642 3.5751
P -4.7006 -2.7477 -9.5307
H -8.1778 -7.8812 4.2374
H 2.5061 3.0638 1.5066
O -6.5840 -6.0542 3.9829
H 7.5705 8.7360 5.1275
H -10.2901 -8.6651 5.3844
H 6.9035 2.0326 -2.3315
H 9.9523 0.5222 -1.2482
H 13.2068 3.3443 -4.4268
H -7.8192 -5.6719 7.0289
O 8.4674 2.0109 -4.6040
H 7.2484 10.1062 7.8452
C 2.3415 2.2936 2.3007
H 6.6233 1.6115 -5.3504
H -5.2636 -4.6742 0.7540
C -1.9991 -3.7146 2.7742
C -1.1545 -0.2492 3.4341
C -6.0541 -2.1777 -1.6772
H -3.0041 -4.1083 3.0851
H 6.2870 3.2117 -3.4893
C -0.7820 0.7401 1.3162
H 13.1938 4.6046 -3.1830
C 1.2364 0.3465 -3.1684
O -0.8168 -0.4047 4.5698
O -2.1339 -2.4327 2.1387
H -6.2221 -2.8158 2.2197
O 3.8296 0.5307 -1.8616
C 3.4189 6.3352 6.9501
O -7.5696 -4.0506 3.1224
H 4.1871 4.3063 6.7757
O 10.0991 2.8277 -2.0231
H 3.8668 0.7327 2.0348
C -0.1340 2.1707 1.4238
O -3.0892 -2.7589 -2.2124
H 8.3315 8.7626 7.5595
H 2.7115 0.7795 0.6917
C 3.1843 2.6627 3.5727
C 0.7833 1.2802 -2.0083
C 8.6803 -0.9189 -2.2205
H 1.8298 0.9836 -3.8805
H 9.6074 6.5933 7.7558
C 3.4519 -0.2352 -2.7135
H -1.5672 -1.1494 -3.7530
H -9.5861 -7.2435 6.1630
H 10.7506 4.7529 -3.2625
O 6.3144 8.3295 7.5489
N -3.9854 -0.6506 -1.6795
O -9.0013 -6.0263 3.7385
C -4.0547 -3.9677 -7.2470
H 1.5457 1.3806 -1.2071
H 4.2664 2.8043 3.3274
H -6.0033 -0.0368 -1.2010
H -0.9066 2.9812 1.4732
H -5.4892 -4.1249 3.1300
H -9.5842 -7.8883 3.1782
H 7.2361 0.3932 -4.2540
H 3.0455 1.9205 4.3982
C 8.1203 5.4399 6.6919
O -0.3293 -0.2117 2.3265
H -0.6800 -1.0081 -0.0973
C -3.2617 -1.5913 -2.4952
H 8.6001 -1.4321 -3.1808
H 2.4296 4.4507 6.5764
C -2.6224 -4.4630 -7.2992
O -8.7936 -4.0481 5.0243
H -2.2311 -4.4891 -8.3170
H -6.7524 -2.4127 -11.3262
H -2.5399 -5.4616 -6.8659
C 7.4381 9.6093 5.7764
C -5.4445 -0.7397 -1.8642
H -7.4774 -3.9845 7.4116
C -0.2823 0.0247 0.0062
C 9.3867 6.2766 6.7347
C -3.7527 -1.1908 -12.5277
C -7.2906 -1.6402 -10.7651
O 10.4813 3.0150 -4.3779
P -7.7329 -5.1469 4.3340
H -6.5560 -5.7333 1.3540
H -4.7000 2.5961 4.5382
H 3.1778 4.5809 8.1762
H -5.6567 -0.4109 -2.9140
O 7.0523 6.0855 7.3758
O 10.0276 0.7756 -3.3214
H -8.7300 -4.8603 8.3132
H 8.2665 10.2953 5.5981
C -9.3193 -4.2688 6.3281
H -1.5995 -4.4735 2.0546
C -3.5825 0.7618 3.7586
H -6.9607 -2.1163 -1.0203
H -4.4586 -1.1819 0.2910
C 7.3879 9.2099 7.2376
C 7.1646 1.4728 -4.4120
C 0.8058 2.3785 2.6745
H 7.7848 -0.3053 -2.0939
O -4.1859 -2.7463 -7.9716
H 11.3286 4.7885 -4.9179
C -3.0795 -2.1722 -11.5847
H 0.4009 -0.0677 -3.7754
H 2.2404 0.0485 2.3287
H 0.6608 3.4448 2.9968
H 2.6056 6.8292 7.4873
O 5.5979 6.0952 5.4296
H -4.0777 -1.7496 2.2904
H -10.1508 -4.9756 6.2713
H 8.2982 4.4921 7.2040
H -2.7482 -1.4317 -0.1324
C -3.5878 -0.7151 -0.2467
C -6.3330 -0.6774 -10.0922
H -0.1606 -3.0004 3.7287
O 2.1541 -0.7117 -2.7435
H -1.6113 -3.2316 4.8561
H -5.3628 -2.8838 -1.1589
H 3.3284 6.6256 5.9025
H -4.7518 -4.7201 -7.6173
C 2.7779 0.8724 1.8051
H -3.2264 -2.0102 3.8417
H -1.2440 -5.5854 5.0652
H -4.3418 1.0445 0.8254
H 9.2761 7.1754 6.1230
C -10.0603 -7.6064 5.2478
H 10.2365 5.7095 6.3495
H 0.3969 -4.8772 5.1081
C 11.2540 4.1600 -4.0271
H -4.8276 -1.3807 -12.5793
H 0.8216 -0.0888 0.1436
C -4.2742 1.6371 4.2263
H -1.9708 -3.7898 -6.7363
H -3.3065 -3.1975 -11.8841
O -3.4487 -1.9245 -10.2328
H 10.8116 -0.7044 -2.1741
O -4.3347 -4.1613 -9.8954
H 4.2199 -0.5738 -3.4562
H -6.3833 -2.6670 -2.6221
C -2.6788 -1.1244 -3.8784
H -5.7408 -0.1274 -10.8278
H -3.3453 -1.2843 -13.5364
H 0.6405 2.3140 -2.4208
H -6.9666 -4.2914 0.4540
H 8.6938 -1.6636 -1.4221
C -9.1440 -7.4066 4.0536
H 2.8430 3.6631 3.9509
H -3.0044 -1.7871 -4.7099
C 3.2962 4.8334 7.1197
C -0.4844 -5.0519 4.4412
C -2.3493 0.7123 1.6074
H -10.9941 -7.0567 5.1157
H -1.2270 0.3024 -2.0433
H 0.4823 2.4250 0.5238
C -6.2658 -4.6950 1.1886
C -6.3180 -3.8775 2.4647
H -3.0878 1.4312 -0.3728
O -5.4642 -1.3031 -9.1549
H -1.0819 1.7936 -1.0410
H 5.3998 1.7031 -3.2025
H -4.3292 -3.7656 -6.2084
C -8.2777 -4.7231 7.3308
H 6.5068 10.0974 5.4815
H -2.4838 1.7634 1.9818
H -9.7434 -3.3202 6.6630
O 4.6444 6.8042 7.5068
P 9.4590 2.3290 -3.2909
C 6.3911 2.1419 -3.2941
C -1.0261 -3.6414 3.9982
H -7.9418 -1.1068 -11.4579
C -2.6648 -0.1128 2.9165
H -3.6117 -0.1644 -12.1838
P 5.9646 7.0243 6.5561
```

Summary:
Energy above the lowest of the compared OMol25 structures with the same formula, charge and spin in kJ/mol: 457.0
Kohn-Sham gap in eV: 8.4
Calculated total energy in eV: -137206.9362
SMILES string: C#C[C@]1(COCCC)C(=O)O[C@](CCCCOC=O)(CCC(C)C)[C@H]1CCN(CC)C(C)=O.CCOP(=O)(OCC)OCC.CCOP(=O)(OCC)OCC.CCOP(=O)(OCC)OCC.CCOP(=O)(OCC)OCC

---

2.
Entry from OMol25: 10 unconnected molecules or ions with the total composition C50H109N5O12 in a non-equilibrium geometry (wB97M-V/def2-TZVPD).

XYZ file:
```
176
Properties=species:S:1:pos:R:3
H 3.3139 -0.5455 -5.2593
C 0.9742 1.1713 3.4347
H -2.9944 -6.1441 -3.5574
C 2.5024 0.1279 -5.5031
H -0.1169 -2.8437 4.9585
H 2.5667 -2.7114 3.4652
C -2.5340 5.1143 0.1804
O 3.9779 -1.2479 -0.7744
C -1.2746 -4.9039 -3.0471
C 4.0204 -1.2220 -2.1512
H 0.5757 2.2803 -5.0167
C 5.9874 4.8427 -0.4651
H 1.4560 2.0993 3.1075
H 1.5967 4.7686 -0.6192
H 2.1720 -3.3167 5.9027
H -3.1161 -0.0572 -0.0591
C 0.0628 5.2623 -3.0305
H -3.7072 -2.4143 -4.8436
H -3.1732 -4.7209 -5.3106
H 1.8389 -0.3894 0.9031
H 3.2504 2.0518 -4.8869
H -0.3429 -3.8087 -4.6852
H -1.3372 6.7176 2.2160
H 0.4011 3.4309 -6.2623
C -2.0482 -6.3093 2.4749
H -2.3924 6.1422 -3.1348
H -0.1846 4.1759 -2.9650
H 0.5492 4.3384 1.5531
C -4.0545 -4.9257 1.8717
C 1.3060 -0.1979 -0.0167
H -3.4928 -4.2951 1.1744
O 2.3427 2.9854 -0.9236
H -2.3799 -6.4334 -1.8802
C 0.8982 -1.0099 -4.2956
H -5.2493 -3.1471 -2.8516
H 1.6053 -2.1494 -0.8056
C -0.9216 6.7564 1.2133
C -1.0842 -4.5926 -4.5347
H 1.6815 3.7460 -5.0649
H -0.4386 -1.6400 6.2337
H -0.2158 2.5253 4.6426
H -2.0419 -3.7002 -6.2153
H -4.0706 -6.7106 3.0829
H -3.8133 -6.9400 1.3475
C 1.9422 1.1703 5.5952
H 2.0051 0.2229 -0.7277
N -0.2871 5.2303 -0.7095
C 5.0670 -1.9026 -0.1875
H 4.8564 -0.6426 -2.5440
H 6.1471 5.2992 0.5491
C 3.5481 -2.4176 3.1263
H 5.7477 -2.3361 1.7853
H 6.9468 4.5475 -0.8936
H -4.4165 -1.7840 1.0177
O -2.2037 -4.0195 -1.0491
C 0.5207 -2.5764 1.4811
C -3.5404 1.5062 1.3295
C -0.3590 1.6417 4.0459
C -5.3329 -0.5928 2.5642
H 0.8013 0.5348 2.5902
H 0.5771 -5.9557 -2.9852
C 0.0386 -2.6033 6.0174
H -1.6227 -5.5554 1.8122
H 1.4763 -3.1009 1.2634
H -1.9934 -1.1577 -2.3235
H 0.4115 1.6307 -1.6483
O 2.0237 2.2767 -6.5416
H 5.5100 5.5576 -1.1349
H -2.0810 -1.9300 -4.5061
H 4.3233 -2.9890 3.6510
H -6.2545 -0.6199 1.9819
H -2.2328 -0.8885 4.9322
H -4.4625 -4.2280 -1.7560
H -3.1593 5.0522 1.0614
H -2.4295 0.1721 3.5732
C -1.6850 -0.2791 4.1830
H 0.7080 -4.2267 -2.5425
H -3.2644 -1.1105 2.1300
C -4.3726 -3.7572 -2.7246
C -3.5394 -6.2894 2.1970
H 1.1608 5.3123 -2.8877
C -0.3388 1.3453 -0.8959
H -2.2204 4.6117 -2.2524
C -2.3321 -4.0274 -5.2016
H 0.4179 7.7909 -1.1940
H 1.8855 -1.5324 6.0840
H -0.1361 -3.2991 1.9715
N -4.2336 -3.4814 4.1041
C -0.3469 7.4652 -1.9369
H 0.4936 -1.3729 -5.2614
O -0.1070 -2.2718 0.2435
H 0.0558 -0.8961 -3.5940
C 4.9008 -1.8692 1.3269
H -0.7031 -5.4828 -5.0188
C 2.7931 2.7766 -2.2660
H 4.8259 -0.8517 1.7184
H 5.9848 -1.3841 -0.5805
O 0.2222 0.7335 0.2435
C -2.1137 -6.2281 -2.9187
O 5.1827 3.7125 -0.4641
H -1.5375 -7.2582 2.2523
C -4.1657 -0.8969 1.5802
C 1.6035 -1.3512 8.5927
H -0.7455 2.3077 -0.5590
H 1.9595 2.2643 5.5002
H -5.2692 0.4122 2.9927
C -0.5601 4.3718 1.5054
O -0.9196 0.6717 4.8715
H 5.0872 -2.9627 -0.4995
H -1.1315 -0.9445 3.5060
O 3.7152 -2.5616 1.7339
O 1.0933 5.6198 -0.4808
H -4.0824 5.8293 -1.1555
C -2.7695 -2.7736 -4.4238
H 0.6177 -1.6794 2.0912
H -3.3343 -1.7364 -1.1839
H -5.0585 -4.9558 1.4351
C -2.1487 5.7150 -2.1612
C 0.0935 -5.1336 -2.4491
H 1.5537 -1.8388 -3.9503
C -2.9860 -1.6045 -2.2167
H 3.7238 -1.3720 3.4022
H 0.1379 7.0560 1.1829
C 2.9983 1.5264 -5.8413
C 1.5138 -2.5568 6.3910
H 1.2305 -3.3756 8.4253
H -1.2020 8.1012 -1.7438
H 3.9266 1.4239 -6.4698
H 4.6006 3.4166 1.5117
H -4.4793 -4.4638 -3.5366
H -0.4443 -3.3914 6.5870
H 0.0839 7.7559 -2.8867
C -0.6664 5.9966 -1.9025
H -5.3970 -1.3284 3.3501
H -1.0145 1.8595 3.1902
H 1.1273 0.9733 6.2658
H 3.4236 3.5924 -2.5820
H -4.7613 0.5035 -0.0162
H 2.8601 0.8445 6.0730
H 1.9654 2.6706 -2.9416
H -0.9069 3.3734 1.2448
H 3.7822 4.7364 0.6093
O 1.5729 0.1791 -4.4298
H 2.4290 2.3999 0.9442
H -2.5665 4.1145 -0.2216
C -3.0165 -3.0036 -2.9096
H -1.5528 -7.0847 -3.3452
N 1.2950 -0.3263 9.0535
H -3.7310 -0.9566 -2.7114
H -1.5989 -3.4740 -0.5183
C 1.7992 -2.6217 7.9093
C -3.9227 0.2384 0.6122
C -1.0653 5.3736 0.5227
H -1.7662 -6.0043 3.4946
H -1.0563 0.7502 -1.4611
H 1.9909 -0.2748 -6.3862
C 3.1831 2.6493 0.1667
C 4.2042 3.7193 0.5446
H 0.2447 -1.3651 -1.5197
H -2.9283 7.0790 -0.6539
H 0.0865 -5.4061 -1.3846
N -3.3293 2.4025 2.0158
C 0.7387 -1.5295 -0.6007
H -0.2133 5.6104 -4.0250
H 3.7064 1.7429 -0.0747
H 3.4814 1.9074 -2.2294
H -1.4548 7.5158 0.6661
H 3.1567 -0.7039 -2.5329
H 4.0489 -2.2085 -2.5813
C 1.1675 2.9543 -5.6258
C -3.0298 6.0299 -0.9455
H -0.9316 4.5494 2.5014
C -4.1873 -4.1311 3.1114
H 2.8889 -2.8472 7.9205
N -1.8980 -3.7388 -2.4010
O 1.8368 0.5331 4.3654
```

Summary:
Kohn-Sham gap in eV: 8.8
Calculated total energy in eV: -85629.4019
SMILES string: CC1(C)CCCC(C)(C)N1O.CC1(C)CCCC(C)(C)N1O.CCCC#N.CCCC#N.CCCC#N.COCCOC.COCCOC.COCCOC.COCCOC.COCCOC

---

Results for HOMO: -8.965 -8.340 (in eV, following the order of the records).